1.
C35H68NO6 | ωB97M-V/def2-TZVPD

As for the spin multiplicity: 2. As for the strongest force on any atom: 9.7 eV/Å. The value obtained for the HOMO energy (alpha / beta) is -0.3074 / -0.3078 Eh. The molecular weight comes out at 598.93 g mol⁻¹.

Cartesian coordinates (Å):
1 C -3.185 2.917 1.248
2 C -3.158 1.499 1.413
3 C -2.570 -0.042 1.597
4 C -1.190 -0.306 0.687
5 C -1.704 -0.105 -0.892
6 C -0.602 -0.593 -2.003
7 C 0.462 0.623 -2.399
8 C 1.962 0.092 -2.911
9 C 3.046 1.297 -3.256
10 C 2.717 2.906 -3.124
11 C 1.219 3.430 -2.668
12 C 0.116 2.229 -2.311
13 C -0.784 -1.866 0.945
14 C 0.772 -2.140 1.364
15 C 0.787 -2.581 2.943
16 C 1.226 -3.515 0.522
17 N 1.761 -1.081 0.967
18 O 2.986 -1.483 1.373
19 C 1.417 0.307 1.416
20 C 1.832 0.638 3.002
21 C 2.401 1.328 0.527
22 C -0.109 0.812 1.173
23 H -3.101 4.086 1.021
24 H -3.395 -0.760 1.181
25 H -2.272 -0.291 2.719
26 H -2.088 0.979 -1.111
27 H -2.663 -0.811 -0.983
28 H -0.063 -1.599 -1.749
29 H -1.215 -0.798 -3.008
30 H 2.249 -1.038 -3.010
31 H 4.128 0.999 -3.586
32 H 3.529 3.742 -3.347
33 H 0.916 4.576 -2.555
34 H -0.953 2.622 -1.985
35 H -1.463 -2.305 1.810
36 H -1.030 -2.539 -0.010
37 H 0.217 -3.618 3.052
38 H 0.217 -1.833 3.662
39 H 1.884 -2.785 3.350
40 H 0.345 -4.309 0.502
41 H 1.505 -3.161 -0.558
42 H 2.214 -3.981 1.003
43 H 1.761 1.827 3.078
44 H 2.953 0.373 3.210
45 H 1.068 0.172 3.766
46 H 2.899 0.741 -0.365
47 H 1.870 2.323 0.220
48 H 3.307 1.649 1.235
49 H -0.218 1.735 0.423
50 H -0.500 1.238 2.218
51 C 6.224 2.596 5.625
52 C 5.376 1.849 4.606
53 C 6.234 0.975 3.706
54 O 4.660 2.789 3.809
55 H 6.941 3.258 5.127
56 H 5.594 3.230 6.258
57 H 6.776 1.900 6.264
58 H 4.637 1.230 5.126
59 H 6.952 1.580 3.141
60 H 5.612 0.453 2.970
61 H 6.786 0.231 4.288
62 H 5.308 3.343 3.344
63 C -0.515 -3.935 -5.031
64 C -1.837 -3.411 -4.493
65 C -3.010 -4.226 -5.015
66 O -1.998 -2.049 -4.880
67 H -0.485 -3.872 -6.125
68 H 0.319 -3.331 -4.657
69 H -0.354 -4.976 -4.737
70 H -1.826 -3.442 -3.398
71 H -3.068 -4.173 -6.108
72 H -3.955 -3.830 -4.629
73 H -2.923 -5.276 -4.720
74 H -2.009 -2.013 -5.851
75 C -0.722 0.915 -6.759
76 C -0.402 2.379 -6.503
77 C 1.066 2.680 -6.762
78 O -0.719 2.703 -5.152
79 H -0.141 0.265 -6.094
80 H -1.778 0.711 -6.556
81 H -0.503 0.638 -7.795
82 H -1.026 3.010 -7.146
83 H 1.709 2.093 -6.097
84 H 1.283 3.734 -6.562
85 H 1.337 2.456 -7.798
86 H -0.170 2.148 -4.574
87 C -4.655 -3.567 1.110
88 C -5.312 -3.919 -0.214
89 C -6.828 -3.851 -0.116
90 O -4.922 -5.234 -0.600
91 H -4.954 -4.270 1.896
92 H -3.564 -3.631 1.028
93 H -4.923 -2.554 1.427
94 H -4.963 -3.232 -0.993
95 H -7.204 -4.564 0.626
96 H -7.288 -4.119 -1.073
97 H -7.161 -2.847 0.164
98 H -5.228 -5.851 0.085
99 C 0.387 4.488 6.511
100 C -0.093 3.133 6.016
101 C -0.782 3.249 4.666
102 O -1.002 2.579 6.964
103 H -0.454 5.179 6.641
104 H 0.870 4.392 7.490
105 H 1.100 4.934 5.811
106 H 0.758 2.448 5.938
107 H -1.664 3.896 4.730
108 H -1.133 2.268 4.328
109 H -0.103 3.658 3.910
110 H -1.760 3.182 7.040

---

2.
C35H69Br2N4O5PS2 | ωB97M-V/def2-TZVPD

Its structure (SMILES) is CC(C)=CCC[C@@H](C)CC[PH](CCCCCCCSc1nnco1)(CCSc1nnco1)[C@@H](Br)[C@@H](C)Br.CC(C)O.CC(C)O.CC(C)O. As for the strongest force on any atom: 1.4 eV/Å. The value obtained for the HOMO energy is -0.2941 Eh. The molecular weight comes out at 880.88 g mol⁻¹.

Cartesian coordinates (Å):
1 C 0.908 1.006 -6.757
2 C -0.507 0.891 -6.279
3 C -0.933 -0.474 -5.797
4 C -1.355 1.916 -6.231
5 C -0.914 3.344 -6.318
6 C -1.412 4.163 -5.126
7 C -1.085 3.555 -3.745
8 C 0.377 3.148 -3.605
9 C -1.549 4.578 -2.689
10 C -1.908 3.984 -1.324
11 P -0.529 3.311 -0.267
12 C -0.844 3.424 1.546
13 C 0.202 2.736 2.460
14 C -0.474 1.917 3.551
15 C 0.503 1.251 4.527
16 C 1.724 0.613 3.847
17 C 2.179 -0.682 4.522
18 C 3.489 -1.194 3.884
19 S 3.240 -2.675 2.854
20 C 3.999 -3.874 3.873
21 N 5.225 -3.788 4.303
22 N 5.424 -4.909 5.110
23 C 4.312 -5.571 5.090
24 O 3.353 -4.970 4.321
25 C -1.275 1.531 -0.366
26 C -0.382 0.454 0.260
27 S -0.618 -1.180 -0.490
28 C -1.980 -1.654 0.465
29 N -2.552 -1.012 1.438
30 N -3.578 -1.832 1.870
31 C -3.562 -2.885 1.125
32 O -2.559 -2.835 0.200
33 C 0.509 4.978 -0.328
34 Br -0.571 6.568 0.046
35 C 1.746 4.981 0.567
36 C 2.742 3.892 0.207
37 Br 2.767 6.674 0.283
38 H 0.999 1.715 -7.576
39 H 1.583 1.380 -5.985
40 H 1.306 0.050 -7.086
41 H -2.002 -0.479 -5.609
42 H -0.703 -1.238 -6.539
43 H -0.384 -0.687 -4.882
44 H -2.419 1.736 -6.154
45 H -1.294 3.827 -7.224
46 H 0.165 3.440 -6.388
47 H -1.021 5.181 -5.155
48 H -2.499 4.236 -5.188
49 H -1.754 2.702 -3.622
50 H 0.823 2.872 -4.555
51 H 0.452 2.250 -2.993
52 H 1.000 3.932 -3.179
53 H -0.881 5.436 -2.636
54 H -2.489 4.971 -3.083
55 H -2.571 3.150 -1.541
56 H -2.504 4.667 -0.727
57 H 0.635 2.699 -0.811
58 H -0.997 4.449 1.875
59 H -1.787 2.907 1.710
60 H 0.823 3.477 2.964
61 H 0.878 2.140 1.856
62 H -1.192 1.198 3.158
63 H -1.052 2.639 4.133
64 H 0.864 2.017 5.212
65 H -0.013 0.489 5.106
66 H 2.570 1.297 3.875
67 H 1.508 0.359 2.808
68 H 1.405 -1.440 4.443
69 H 2.392 -0.486 5.573
70 H 3.923 -0.446 3.228
71 H 4.208 -1.425 4.660
72 H 4.040 -6.484 5.583
73 H -1.335 1.280 -1.429
74 H -2.291 1.469 0.021
75 H -0.677 0.330 1.297
76 H 0.669 0.729 0.208
77 H -4.213 -3.734 1.198
78 H 0.889 5.096 -1.341
79 H 1.494 5.005 1.619
80 H 2.308 2.909 0.375
81 H 3.663 3.993 0.766
82 H 2.943 3.956 -0.861
83 C 0.187 -3.387 6.705
84 C -0.424 -4.438 5.788
85 C -0.264 -5.837 6.365
86 O 0.171 -4.367 4.496
87 H 1.260 -3.564 6.823
88 H 0.064 -2.392 6.278
89 H -0.276 -3.402 7.693
90 H -1.483 -4.223 5.643
91 H 0.796 -6.083 6.475
92 H -0.705 -6.578 5.698
93 H -0.740 -5.922 7.344
94 H 1.111 -4.555 4.594
95 C -7.906 -5.367 2.955
96 C -6.609 -5.973 2.442
97 C -6.327 -7.317 3.094
98 O -5.522 -5.075 2.674
99 H -7.845 -5.195 4.033
100 H -8.093 -4.404 2.480
101 H -8.755 -6.024 2.759
102 H -6.667 -6.097 1.360
103 H -6.221 -7.201 4.176
104 H -5.394 -7.737 2.717
105 H -7.132 -8.028 2.901
106 H -5.444 -4.942 3.624
107 C 5.891 0.753 -6.062
108 C 4.566 1.092 -6.728
109 C 4.745 1.403 -8.206
110 O 3.961 2.205 -6.067
111 H 6.578 1.601 -6.129
112 H 5.742 0.536 -5.005
113 H 6.363 -0.111 -6.532
114 H 3.875 0.256 -6.615
115 H 5.399 2.269 -8.337
116 H 3.785 1.647 -8.663
117 H 5.180 0.558 -8.741
118 H 4.558 2.955 -6.158

---

3.
C35H70BrNO9S | ωB97M-V/def2-TZVPD

For the energy above the lowest of the compared OMol25 structures with the same formula, charge and spin, the calculation gives 0.00 kcal per mole. As for the strongest force on any atom: 2.0 eV/Å. The value obtained for the HOMO energy is -0.3351 Eh. The molecular weight comes out at 760.91 g mol⁻¹.

Cartesian coordinates (Å):
1 C 5.034 -0.288 2.170
2 C 5.738 -0.623 0.847
3 C 6.798 0.438 0.499
4 C 6.488 1.299 -0.751
5 C 5.709 2.578 -0.476
6 C 4.245 2.392 0.025
7 C 3.403 3.559 -0.498
8 C 1.950 3.620 -0.014
9 C 1.070 2.358 -0.256
10 C 0.810 1.551 1.027
11 C 0.901 0.025 0.774
12 C -0.454 -0.707 0.863
13 C -1.104 -1.309 -0.415
14 C -0.208 -2.067 -1.398
15 C -0.369 -1.460 -2.796
16 N -1.666 -1.958 -3.230
17 O -0.370 -0.009 -2.815
18 S -0.478 0.290 -4.418
19 O 0.240 1.468 -4.715
20 O -1.824 0.387 -4.847
21 O 0.192 -1.093 -4.984
22 C 0.744 -1.741 -3.807
23 Br 2.373 -0.650 -3.508
24 O 0.940 -3.038 -4.067
25 C 2.040 -3.670 -3.367
26 C 1.663 -5.137 -3.163
27 C 2.490 -5.647 -1.978
28 H 5.674 0.315 2.805
29 H 4.787 -1.173 2.746
30 H 4.127 0.277 2.037
31 H 6.179 -1.606 0.972
32 H 5.035 -0.703 0.030
33 H 6.965 1.121 1.328
34 H 7.742 -0.067 0.325
35 H 6.032 0.666 -1.500
36 H 7.452 1.599 -1.158
37 H 6.251 3.104 0.303
38 H 5.631 3.171 -1.382
39 H 4.283 2.480 1.108
40 H 3.847 1.411 -0.199
41 H 3.415 3.589 -1.585
42 H 3.912 4.447 -0.132
43 H 1.904 3.880 1.038
44 H 1.468 4.399 -0.597
45 H 1.585 1.738 -0.979
46 H 0.122 2.631 -0.711
47 H -0.125 1.810 1.504
48 H 1.632 1.814 1.686
49 H 1.530 -0.400 1.544
50 H 1.437 -0.103 -0.159
51 H -0.436 -1.479 1.624
52 H -1.174 0.026 1.212
53 H -1.684 -0.537 -0.905
54 H -1.828 -2.030 -0.052
55 H -0.487 -3.105 -1.466
56 H 0.835 -2.069 -1.090
57 H -1.626 -2.388 -4.142
58 H -2.365 -1.233 -3.199
59 H 2.908 -3.572 -4.004
60 H 2.213 -3.251 -2.388
61 H 1.871 -5.684 -4.072
62 H 0.615 -5.132 -2.889
63 H 2.260 -6.669 -1.716
64 H 3.541 -5.503 -2.210
65 H 2.282 -4.988 -1.142
66 C 0.327 -2.143 5.951
67 C 1.836 -2.322 6.063
68 C 2.312 -1.796 4.717
69 O 1.382 -0.786 4.318
70 C 0.229 -0.843 5.169
71 H -0.183 -2.098 6.912
72 H -0.105 -2.965 5.374
73 H 2.225 -1.695 6.869
74 H 2.145 -3.349 6.251
75 H 2.308 -2.586 3.957
76 H 3.315 -1.367 4.763
77 H 0.257 0.023 5.835
78 H -0.675 -0.785 4.560
79 C 3.940 2.550 6.791
80 C 4.051 1.798 8.113
81 C 2.589 1.530 8.441
82 O 1.905 1.403 7.190
83 C 2.767 1.844 6.130
84 H 4.847 2.518 6.189
85 H 3.693 3.598 6.978
86 H 4.581 0.855 7.961
87 H 4.565 2.355 8.895
88 H 2.145 2.367 8.990
89 H 2.447 0.620 9.025
90 H 3.096 0.963 5.571
91 H 2.209 2.492 5.454
92 C -6.076 -0.125 -3.546
93 C -5.974 -0.240 -5.063
94 C -4.706 -1.065 -5.228
95 O -4.618 -1.917 -4.074
96 C -5.572 -1.488 -3.095
97 H -7.079 0.096 -3.191
98 H -5.404 0.660 -3.187
99 H -6.836 -0.789 -5.453
100 H -5.923 0.720 -5.575
101 H -3.820 -0.431 -5.246
102 H -4.715 -1.677 -6.131
103 H -6.385 -2.222 -3.066
104 H -5.096 -1.461 -2.113
105 C -10.530 2.982 -3.069
106 C -10.432 2.864 -4.586
107 C -9.169 2.032 -4.752
108 O -9.087 1.183 -3.603
109 C -10.033 1.615 -2.620
110 H -11.532 3.207 -2.708
111 H -9.855 3.763 -2.712
112 H -11.296 2.319 -4.974
113 H -10.379 3.823 -5.100
114 H -8.275 2.665 -4.775
115 H -9.181 1.420 -5.654
116 H -10.850 0.886 -2.589
117 H -9.553 1.640 -1.641